{
  "formula": "C4H11N2",
  "method": "the ωB97M-V functional and the def2-TZVPD basis",
  "symbols": ["C", "C", "C", "N", "H", "H", "H", "H", "H", "H", "H", "C", "N", "H", "H", "H", "H"],
  "xyz": [[1.7113, 0.4604, -1.1564], [1.2687, 0.0401, 0.2492], [0.0385, -1.9470, 0.0949], [-0.0217, -0.6860, 0.3101], [2.6448, 0.9930, -1.0353], [1.6990, -0.4549, -1.7938], [0.9386, 1.0519, -1.6624], [1.2606, 0.8929, 0.9416], [2.0033, -0.6331, 0.6805], [0.7960, -2.5014, 0.6867], [-0.6832, -2.4909, -0.5132], [-1.7917, 0.3106, 0.0771], [-1.4133, 1.6340, 0.5529], [-2.3857, -0.3983, 0.6576], [-1.8051, 0.0834, -0.9746], [-0.6810, 1.9765, -0.0436], [-1.0421, 1.5569, 1.5133]],
  "forces_ev_per_a": [[-1.86, -1.32, -0.17], [0.12, 0.46, 1.90], [0.18, 0.19, 1.55], [-1.12, -0.08, -2.62], [0.20, -0.08, -0.49], [0.89, 0.61, 0.42], [0.31, 0.47, 0.30], [-0.22, -0.05, -0.25], [0.31, -0.16, 0.00], [0.25, 0.03, -1.32], [-0.51, 0.01, 0.71], [3.24, 1.67, 1.26], [-0.94, -4.13, -0.42], [0.15, 0.74, 0.34], [-0.28, 0.74, -0.35], [0.02, 0.57, -0.35], [-0.72, 0.33, -0.50]],
  "total_charge": 1,
  "e_tot_ev": -7297.3048,
  "homo_lumo_gap_ev": 10.105,
  "fmax_ev_per_a": 4.25,
  "e_above_lowest_kj_mol": 351.5
}